Entry 1:
Molecular formula: C39H35MoN7P
Method: DFT, ωB97M-V/def2-TZVPD

```
83
Properties=species:S:1:pos:R:3:forces:R:3
Mo -0.42178 0.37107 0.82450 0.54 0.91 0.05
C -5.51779 -1.56341 1.80247 -0.35 0.03 0.13
N -4.15875 -1.51049 1.26890 0.20 0.14 -0.01
C -3.61732 -2.41118 0.39154 0.15 -0.05 -0.08
C -2.36251 -1.97422 0.10621 -0.09 -0.10 -0.12
N -2.12573 -0.82158 0.81840 -0.45 -0.57 0.02
C -3.24678 -0.55759 1.51538 -0.05 0.00 0.11
P -3.51650 0.88888 2.62136 0.24 -0.07 -0.31
C -2.82714 2.12918 1.46007 0.02 0.15 0.25
N -1.65988 2.05890 0.80087 -0.32 0.16 -0.22
C -1.52729 3.22364 0.09323 0.02 0.07 -0.11
C -2.60876 4.01145 0.34629 0.14 0.02 -0.11
N -3.41543 3.31370 1.19801 0.10 -0.27 -0.04
C -4.72008 3.75310 1.68391 -0.33 0.11 0.16
C -1.97957 0.63578 3.55577 -0.02 -0.02 0.06
N -0.79786 0.44264 2.97399 -0.33 -0.09 0.70
C 0.09016 0.18000 3.98356 0.05 0.04 0.12
C -0.56897 0.23340 5.17867 0.16 -0.11 -0.04
N -1.87189 0.51149 4.89858 0.04 0.13 -0.19
C -2.94089 0.65065 5.88202 -0.25 -0.06 0.19
H -5.97076 -2.50964 1.52345 0.06 -0.03 -0.02
H -5.50742 -1.48805 2.88724 0.07 -0.04 -0.01
H -6.12219 -0.75536 1.39432 0.06 -0.01 -0.06
H -4.15164 -3.27522 0.03515 -0.07 0.04 0.04
H -1.64854 -2.38351 -0.58680 0.05 0.04 0.05
H -0.67945 3.41348 -0.54296 0.00 -0.02 0.02
H -2.85941 4.99189 -0.02191 -0.05 -0.02 0.03
H -4.95306 4.71989 1.24815 0.06 0.00 -0.04
H -5.49423 3.04648 1.39184 0.05 0.00 -0.06
H -4.72111 3.85376 2.76766 0.10 0.01 -0.02
H 1.13394 -0.01710 3.80508 -0.01 0.00 -0.02
H -0.20632 0.08637 6.18236 -0.06 0.04 0.01
H -2.50882 0.90865 6.84438 0.05 0.03 -0.03
H -3.62494 1.44182 5.58547 0.04 0.02 -0.02
H -3.49363 -0.28184 5.98881 0.06 -0.01 -0.04
C 2.34319 4.43565 0.46923 -0.12 -0.05 0.17
C 1.59070 4.07345 1.57451 0.04 0.15 -0.11
C 1.29333 2.73746 1.80401 0.06 -0.24 0.09
C 1.72903 1.75917 0.89993 0.08 0.61 -0.04
C 2.49795 2.13288 -0.21844 -0.10 -0.14 -0.09
C 2.79877 3.46039 -0.42133 0.04 -0.04 -0.12
N 1.40188 0.40488 1.13244 0.14 -0.35 0.33
C 2.31297 -0.65124 1.24979 0.25 -0.67 0.02
C 3.68349 -0.47457 1.41198 -0.20 0.25 -0.02
C 4.49270 -1.59192 1.54736 0.02 -0.04 -0.02
C 3.94392 -2.86619 1.53245 0.04 -0.03 0.04
C 2.57249 -3.04721 1.36843 0.06 -0.04 -0.01
C 1.76174 -1.94228 1.22809 -0.08 0.46 -0.05
H 2.59850 5.47502 0.31074 0.00 -0.01 -0.03
H 1.26347 4.82636 2.27880 0.00 -0.02 0.01
H 0.79182 2.44782 2.71681 -0.06 -0.06 -0.04
H 2.85285 1.36734 -0.89765 -0.02 0.01 -0.03
H 3.39605 3.75377 -1.27460 0.02 -0.03 0.01
H 4.09818 0.52515 1.44540 0.06 -0.03 0.00
H 5.56017 -1.46663 1.66648 -0.01 0.01 0.04
H 4.58458 -3.72716 1.66724 0.00 0.00 -0.05
H 2.15864 -4.04641 1.35852 -0.04 0.03 0.01
H 0.68037 -2.04418 1.10102 0.04 -0.19 0.06
C -0.07555 -0.06897 -1.15524 0.04 -0.23 -0.47
C 0.44425 -0.60945 -2.13200 -0.08 0.15 0.01
C 1.09594 -1.17927 -3.22429 0.08 -0.07 -0.23
C 2.22467 -0.49397 -3.79952 0.04 0.11 -0.03
C 3.27561 -1.19941 -4.42251 -0.16 0.00 0.03
C 4.30587 -0.51163 -5.02997 0.06 0.02 0.02
C 4.29702 0.87913 -5.04781 -0.02 -0.01 0.02
C 3.28171 1.59074 -4.41073 -0.01 0.05 0.02
C 2.26945 0.91531 -3.76612 -0.04 -0.06 0.00
C 0.62184 -2.43254 -3.75935 -0.08 -0.10 0.01
C 0.06278 -3.39248 -2.89473 0.06 0.05 0.03
C -0.37815 -4.60096 -3.38348 -0.05 -0.09 0.07
C -0.30183 -4.87158 -4.74883 0.01 0.13 0.04
C 0.22943 -3.92765 -5.61950 -0.06 -0.08 -0.07
C 0.68467 -2.71622 -5.13814 0.08 0.10 0.09
H 3.30001 -2.27866 -4.37391 -0.06 -0.06 -0.06
H 5.12350 -1.05097 -5.48796 -0.02 -0.02 -0.01
H 5.08840 1.41402 -5.55665 0.01 -0.01 0.01
H 3.27656 2.67206 -4.44119 0.03 0.00 0.00
H 1.46223 1.45255 -3.28439 -0.01 0.02 -0.05
H 0.06189 -3.19144 -1.83021 -0.03 -0.02 -0.01
H -0.77574 -5.34806 -2.70925 0.02 0.00 -0.01
H -0.67212 -5.81314 -5.13158 0.05 -0.02 -0.01
H 0.27299 -4.13889 -6.67931 -0.02 0.04 0.00
H 1.02012 -1.95710 -5.83049 0.13 0.02 0.01
```
Forces are in eV/Å.

Output
- HOMO level (spin up / spin down) (Ha) = -0.57593 / -0.57590
- net charge = +3
- total energy (hartree) = -2299.0957
- gap between HOMO and LUMO (spin up / spin down) (eV) = 6.359 / 6.360
- energy relative to the best compared isomer or geometry (same formula, charge and spin) (kJ/mol) = 0.00
- F_max (Eh/bohr) = 0.02062

---

Entry 2:
Molecular formula: C39H36BrN9O3P2Se2Ta
Method: DFT, ωB97M-V/def2-TZVPD

```
93
Properties=species:S:1:pos:R:3:forces:R:3
Ta -2.88127 1.22660 -1.54388 -0.18 -0.60 -0.23
Se 6.42830 1.09724 0.96735 -0.28 0.09 -0.08
P 4.66189 -0.01870 0.93049 0.43 -0.12 -1.37
C 4.25410 -0.75830 2.49216 -0.71 -0.98 -1.09
C 4.58037 -0.03861 3.59310 -0.17 2.24 1.01
C 4.17655 -0.43052 4.86939 0.24 -1.95 -1.73
C 3.60240 -1.70968 4.96246 -0.96 0.06 1.35
C 3.27631 -2.45119 3.83993 0.81 -0.36 -0.22
C 3.62044 -1.99133 2.58049 0.57 -0.46 0.31
C 4.70412 -1.37409 -0.29104 0.97 -0.17 0.19
C 5.50195 -2.53310 -0.00184 -1.44 1.70 0.75
C 5.56339 -3.50444 -0.95027 -0.04 -0.81 -0.42
C 4.84839 -3.37137 -2.13803 0.33 -0.97 -0.92
C 4.16354 -2.22710 -2.47230 0.25 -0.15 -0.03
C 4.17781 -1.19023 -1.56420 -0.47 0.39 0.56
C 3.15161 0.99984 0.36798 0.17 -0.99 0.26
C 1.74093 0.82754 0.12123 -0.07 0.77 -0.22
N 1.28206 1.99527 -0.32808 0.56 0.22 -0.09
N 2.31217 2.84461 -0.29327 0.36 -2.62 0.37
N 3.46243 2.23011 0.06467 -0.27 1.84 -0.13
P 0.31257 -0.28684 0.45370 0.58 -0.15 0.81
Se -0.90856 -0.66076 -1.27196 -0.14 0.35 -0.26
C 0.84000 -1.95615 0.97776 0.01 -0.04 -0.66
C 0.60090 -2.42318 2.23970 -0.58 -1.58 0.88
C 0.77840 -3.78724 2.53906 1.28 -0.42 0.18
C 1.28782 -4.70797 1.61394 -1.41 0.82 0.58
C 1.47897 -4.24348 0.32916 0.23 0.68 -0.40
C 1.28683 -2.89175 0.04446 0.25 0.07 -1.02
C -0.48416 0.56924 1.85408 1.87 0.21 0.28
C 0.33860 1.48676 2.62490 -1.62 -1.56 -0.64
C -0.16050 1.88392 3.85617 -0.20 -0.75 -1.12
C -1.43997 1.43698 4.27709 0.62 1.33 0.20
C -2.24302 0.63450 3.49804 0.36 -0.25 -0.29
C -1.71628 0.14017 2.28339 -0.81 -0.26 0.80
H 5.07887 0.92309 3.34211 -0.17 -0.63 0.90
H 4.46376 0.11978 5.70585 0.21 0.81 1.31
H 3.31067 -2.19264 5.93050 0.52 0.88 -0.74
H 2.90184 -3.46372 3.94634 -0.01 0.24 0.10
H 3.62201 -2.67176 1.73644 -0.64 0.23 -0.09
H 5.92155 -2.63528 1.00297 0.14 -0.03 -0.48
H 6.11336 -4.42377 -0.78773 0.06 0.11 0.09
H 4.90434 -4.19763 -2.85523 -0.13 0.30 0.26
H 3.64170 -2.11480 -3.41357 0.16 -0.08 -0.06
H 3.74479 -0.24445 -1.86935 -0.15 0.03 0.24
H 0.16512 -1.81334 2.98666 -0.13 0.70 0.72
H 0.76310 -4.21744 3.54506 -0.77 0.77 -0.08
H 1.31307 -5.74470 1.94544 0.44 0.15 -0.45
H 1.76447 -4.88039 -0.48620 0.20 -0.27 -0.14
H 1.46431 -2.56058 -0.97693 -0.02 -0.12 0.09
H 1.29847 1.75159 2.18895 -0.14 0.25 0.69
H 0.46744 2.52548 4.43216 -0.02 0.39 0.64
H -1.80469 1.89822 5.19505 -0.10 -0.46 -0.10
H -3.26871 0.41223 3.80582 0.50 -0.06 -0.15
H -2.32732 -0.55910 1.70838 0.41 0.20 0.07
N -1.42804 2.66785 -0.24092 0.33 -0.20 -1.14
N -2.26352 3.08708 0.79021 -0.65 -0.01 -0.11
C -3.31986 2.24504 1.19159 1.83 -0.29 -0.25
O -3.96011 2.44627 2.17574 -0.68 0.27 0.14
O -3.35745 1.16621 0.40854 -1.26 0.56 -0.24
H -0.44303 2.51862 0.00501 -0.51 -0.46 0.43
H -1.33939 3.36295 -0.97906 -0.49 0.36 0.02
H -1.84602 3.68508 1.46572 -0.07 0.44 0.61
Br -8.82034 -0.01869 -0.87466 0.00 -0.71 0.73
C -7.40643 0.94694 -1.59713 -1.48 0.82 -1.41
C -7.81295 1.77102 -2.64936 1.17 0.53 0.44
C -6.85823 2.62607 -3.17882 0.15 -0.22 -0.61
C -5.56616 2.50787 -2.70043 0.36 0.72 -0.01
N -5.18996 1.66785 -1.72242 1.65 0.80 -0.98
C -6.10466 0.92192 -1.18381 -1.68 -1.79 1.77
H -8.83496 1.79243 -2.95281 -0.46 -0.04 -0.27
H -7.05157 3.30931 -4.02285 0.00 -0.37 0.71
H -4.77193 3.14553 -3.04568 0.09 0.03 -0.35
H -5.93466 0.25391 -0.34468 0.82 0.14 -0.07
O -2.65165 2.47203 -2.71603 0.15 0.19 0.11
N 2.16861 4.07961 -0.83129 -0.34 0.02 -0.09
C 2.75936 5.05286 -0.25053 -1.60 0.91 -2.98
C 3.48501 4.97913 0.91664 2.75 0.24 4.29
N 4.05926 4.97876 1.93605 -1.33 -0.07 -2.24
C 2.53761 6.34888 -0.94403 0.60 0.75 0.09
N 2.47413 7.38299 -1.47040 -0.05 -1.69 0.84
C -2.00991 -0.42337 -4.96166 -2.56 0.10 -0.30
C -2.58392 -1.28111 -3.84224 -1.60 -0.91 0.11
C -3.51189 -2.34901 -4.54789 -0.65 -0.07 0.31
C -3.43788 -0.55349 -2.73684 -0.14 1.58 -1.74
H -1.63021 -1.04281 -5.76837 0.38 0.00 0.14
H -1.34339 0.32173 -4.65114 1.28 0.95 0.51
H -2.88065 0.11913 -5.38520 0.42 -0.07 -0.09
H -1.75413 -1.76500 -3.38198 0.54 -0.76 0.45
H -3.52022 -3.40825 -4.16352 0.33 1.17 -0.12
H -3.21594 -2.35643 -5.59821 -0.17 -0.43 0.02
H -4.59180 -2.01728 -4.52746 1.11 -0.21 0.00
H -3.81012 -1.16697 -1.93363 -0.11 -1.05 0.21
H -4.37024 -0.20218 -3.29494 0.98 -0.19 0.66
```
Forces are in eV/Å.

Output
- HOMO level (Ha) = -0.37619
- net charge = +1
- total energy (hartree) = -10342.6364
- gap between HOMO and LUMO (eV) = 5.774
- F_max (Eh/bohr) = 0.09922

---

Question: Among the records above, which one has the lowest F_max?
Answer: C39H35MoN7P

---

Question: Among the records above, which one has the lowest F_max?
Answer: C39H35MoN7P